Below is a cluster of 2 separate species, C5H6NS in total in a non-equilibrium geometry, with properties calculated with ωB97M-V with the def2-TZVPD basis set.

Calculated values
Orbital gap   8.3 eV
Charge   +1
Maximum force   0.084 hartree/bohr
E_tot   -17596.32676 eV
Energy above the lowest of the compared OMol25 structures with the same formula, charge and spin   3.109 eV

```
13
C5H6NS ωB97M-V with the def2-TZVPD basis set
C 1.567 1.163 -0.600
C 0.752 -0.778 0.123
C 2.055 -1.046 0.348
C -1.827 0.307 -0.552
C -2.373 0.302 0.564
N 0.435 0.423 -0.426
S 2.978 0.413 -0.080
H -0.094 -1.594 0.087
H 2.500 -1.703 1.080
H -2.033 0.220 -1.551
H -2.189 0.368 1.681
H -3.317 -0.147 0.404
H 1.547 2.072 -1.078
```

Here are the natural (NBO) charges for atoms 1 to 2, given in e: number 1, C, carries -0.1375; number 2, C, carries -0.0548